Here is a molecular structure, C26H27AuBF2N6O2P from the OMol25 dataset. Energies are from the ωB97M-V functional and the def2-TZVPD basis.

Each line ends with the Mulliken charge.
CARTESIAN COORDINATES (ANGSTROEM)
Au 0.25874 0.49824 -0.00763  0.748
C -1.34363 1.14878 -2.96671  -1.579
N -1.51639 1.02408 -1.53502  0.358
C -2.61698 1.27621 -0.93345  -0.385
C -2.73651 1.19830 0.48812  0.302
C -3.88071 1.39093 1.28213  -1.040
C -3.48061 1.20907 2.60097  -0.815
C -2.10402 0.93592 2.55439  -0.868
N -1.65979 0.92436 1.29159  0.430
C -0.72759 -0.12408 -3.50411  0.463
C -1.50732 -1.24379 -3.76692  -0.118
C -0.91879 -2.42097 -4.20663  -0.662
C 0.45765 -2.49463 -4.37111  -0.365
C 1.24240 -1.38520 -4.08998  -0.721
C 0.65301 -0.20826 -3.65137  -0.176
H -0.64191 1.96791 -3.13330  0.294
H -2.29586 1.36843 -3.47043  0.499
H -3.51359 1.56526 -1.49543  0.285
H -4.87064 1.61480 0.91314  0.464
H -4.08479 1.28507 3.49168  0.450
H -1.42745 0.76560 3.38160  0.494
H -2.58269 -1.19525 -3.63641  0.392
H -1.53431 -3.28782 -4.41484  0.386
H 0.91436 -3.41399 -4.71603  0.408
H 2.31702 -1.43718 -4.21426  0.413
H 1.25433 0.66451 -3.42797  0.350
C -1.01106 -4.45264 1.58996  -0.976
N -0.20040 -3.53357 2.37561  0.170
C 1.20503 -3.90348 2.23476  -0.893
N 1.65192 -3.94414 0.84637  0.139
C 0.79422 -4.84763 0.09431  -0.979
N -0.62158 -4.50288 0.18423  0.124
C -0.93247 -3.26676 -0.52034  -1.229
P -0.00560 -1.80933 0.20551  1.508
C -0.43922 -2.14830 1.98414  -1.049
C 1.67602 -2.61261 0.25290  -1.074
H -2.06076 -4.16034 1.66078  0.408
H -0.89924 -5.45433 2.01246  0.308
H 1.33412 -4.90141 2.66169  0.287
H 1.82078 -3.19381 2.79064  0.403
H 0.92694 -5.85649 0.49320  0.283
H 1.09673 -4.84097 -0.95527  0.405
H -2.00617 -3.07322 -0.45283  0.453
H -0.65888 -3.36856 -1.56965  0.343
H -1.48954 -1.89488 2.14726  0.402
H 0.16901 -1.48859 2.60535  0.248
H 2.32502 -1.96761 0.84521  0.405
H 2.07067 -2.66930 -0.76519  0.374
O 1.44802 2.32094 2.63609  -0.356
C 1.45175 2.91323 1.44519  0.538
N 1.25018 2.31740 0.29857  -0.078
C 1.35449 3.30719 -0.71840  -0.148
O 1.22356 3.05503 -1.88076  -0.515
C 1.63564 4.60110 -0.05920  0.189
C 1.80884 5.88294 -0.53208  -0.394
C 1.98510 6.90386 0.39617  -0.480
C 2.01206 6.63756 1.76204  -0.599
C 1.87676 5.34294 2.24007  -0.314
C 1.67817 4.33293 1.31192  0.061
H 1.79853 6.09343 -1.59316  0.502
H 2.09142 7.92566 0.05794  0.398
H 2.14147 7.45412 2.45942  0.413
H 1.90723 5.11259 3.29645  0.521
F 2.49694 0.20134 2.33814  -0.049
B 1.82070 1.09606 3.04617  0.470
F 1.61964 0.76622 4.31230  -0.224

Calculated values
E_tot = -2187.75922 hartree
Kohn-Sham gap = 5.197 eV
ΔE to the lowest compared entry with this formula, charge and spin = 146.9 kJ/mol
M = 732.3 g mol⁻¹



Here is a molecular structure, C6H17NOSi from the OMol25 dataset. Energies are from the ωB97M-V functional and the def2-TZVPD basis.

Each line ends with the Mulliken charge.
CARTESIAN COORDINATES (ANGSTROEM)
C -3.19093 1.49748 -0.36234  -1.119
C 0.14098 -1.52200 -1.31840  -0.432
C 3.58599 -0.46371 -0.32716  -1.072
C 1.20784 0.05270 1.64385  -0.999
C 1.84421 2.10836 -0.65115  -0.919
C -2.56507 0.18168 -0.68358  0.280
N 0.84798 -0.49370 -1.35704  -0.276
O -2.23528 -0.65130 0.11310  -0.443
Si 1.83652 0.27353 -0.14744  0.341
H -3.27104 1.63813 0.71250  0.311
H -2.59415 2.29729 -0.80035  0.293
H -4.17984 1.53862 -0.81642  0.351
H -0.03324 -2.13521 -0.43235  0.260
H -0.36466 -1.84974 -2.22514  0.352
H -3.57514 -3.44088 1.16109  -0.018
H 4.32609 0.17386 0.14681  0.323
H 3.64700 -1.44869 0.12604  0.315
H 3.86314 -0.56189 -1.36986  0.316
H 1.30285 0.96130 2.23034  0.343
H 0.15637 -0.22524 1.63422  0.265
H 1.74817 -0.73336 2.16450  0.329
H 0.84261 2.52309 -0.67120  0.248
H 2.43352 2.69498 0.04597  0.315
H 2.27491 2.23683 -1.63882  0.276
H -2.42176 0.01155 -1.76923  0.339
H -3.84765 -3.07448 1.78840  0.020

Calculated values
E_tot = -658.26609 hartree
Kohn-Sham gap = 9.766 eV
ΔE to the lowest compared entry with this formula, charge and spin = 154.9 kJ/mol
M = 147.3 g mol⁻¹



Here is a molecular structure, H8O4Rb from the OMol25 dataset. Energies are from the ωB97M-V functional and the def2-TZVPD basis.

Each line ends with the Mulliken charge.
CARTESIAN COORDINATES (ANGSTROEM)
Rb 2.85731 7.10712 -1.10827  0.886
O 4.35129 6.16559 0.13207  -0.631
H 4.25872 5.23838 0.35100  0.336
H 5.29545 6.29952 0.04926  0.329
O 1.04914 8.01520 -2.17246  -0.770
H 1.74421 8.67291 -2.19540  0.522
H 1.04585 7.63870 -3.05250  0.306
O 3.27490 5.29598 -2.25155  -0.557
H 2.88298 4.70248 -2.89216  0.286
H 4.21821 5.16748 -2.35102  0.338
O 3.05393 9.05123 -2.27192  -0.699
H 2.70879 9.66069 -1.61949  0.371
H 3.80183 9.50889 -2.65588  0.282

Calculated values
E_tot = -329.48528 hartree
Kohn-Sham gap = 10.746 eV
total charge = +1
ΔE to the lowest compared entry with this formula, charge and spin = 525.6 kJ/mol
M = 157.5 g mol⁻¹



Here is a single C6H5FN2 molecule from the OMol25 dataset. Energies are from the ωB97M-V functional and the def2-TZVPD basis.

Each line ends with the Mulliken charge.
CARTESIAN COORDINATES (ANGSTROEM)
C 2.92597 1.29400 0.68673  0.408
C 2.29160 0.33871 0.48734  -1.037
C -1.87953 -0.35052 0.77839  -0.480
C -1.85404 -0.42556 -0.60532  -0.206
C 0.08375 -0.78648 0.22476  0.173
C 1.66562 -0.98482 0.33292  0.377
N -0.69405 -0.60074 1.27409  -0.549
N -0.58855 -0.68903 -0.94879  0.001
F 2.13835 -1.56230 -0.87753  -0.298
H 3.58251 2.20120 0.61223  0.396
H -2.54666 -0.01525 1.49464  0.458
H -2.56246 -0.36439 -1.45887  0.328
H 1.95854 -1.52293 1.23146  0.227
H -0.50557 -0.84116 -1.92086  0.202

Calculated values
E_tot = -440.90354 hartree
Kohn-Sham gap = 9.579 eV
ΔE to the lowest compared entry with this formula, charge and spin = 41.6 kJ/mol
M = 124.1 g mol⁻¹
SMILES = C#C[C@H](F)c1ncc[nH]1